(1)
{
  "formula": "C19H21NO6",
  "method": "ωB97M-V/def2-TZVPD",
  "fmax_ev_per_a": 0.626,
  "orbital_gap_ev": 9.14,
  "de_lowest_kj_mol": 224.3,
  "lumo_energy_ev": 0.50,
  "e_tot_ev": -33818.043,
  "elements": ["O", "O", "O", "O", "O", "O", "N", "C", "C", "C", "C", "C", "C", "C", "C", "C", "C", "C", "C", "C", "C", "C", "C", "C", "C", "C", "H", "H", "H", "H", "H", "H", "H", "H", "H", "H", "H", "H", "H", "H", "H", "H", "H", "H", "H", "H", "H"],
  "positions_angstrom": [[0.5202, 1.3480, 3.3099], [-0.2685, 3.7435, 1.9335], [-0.6820, -2.3090, 0.2896], [-0.3794, -4.6108, -2.4475], [-1.9266, -1.4421, -1.3653], [-1.6099, 3.5745, -0.3291], [0.7991, -2.7158, -2.1587], [-0.1701, 1.3206, 2.1213], [-1.5407, 1.1460, -0.2985], [-0.5509, 2.4865, 1.4490], [2.5085, 0.3470, 0.1361], [1.2749, -0.3629, -1.7957], [-1.2686, 2.3932, 0.2390], [1.3561, -1.6846, -1.3697], [1.2000, -2.7421, -3.5559], [-0.4299, 0.0779, 1.5572], [1.1108, 4.0673, 1.9594], [-1.0953, -0.0060, 0.3449], [-0.0708, -3.6686, -1.7455], [-0.1252, 2.0117, 4.3855], [2.6032, -0.9698, 0.5551], [1.8487, 0.6454, -1.0427], [-0.7060, -3.5692, -0.3538], [-1.3068, -1.2999, -0.3400], [2.0405, -1.9844, -0.1959], [-2.3576, 3.5504, -1.5224], [1.7727, 1.6691, -1.3780], [-3.3131, 3.0356, -1.3866], [-0.1023, -0.8086, 2.0730], [-2.5408, 4.5940, -1.7728], [-1.8012, 3.0738, -2.3356], [0.5886, 2.0059, 5.2073], [-1.7414, -3.9054, -0.4866], [2.1251, -3.0124, 0.1229], [1.0678, -3.7585, -3.9234], [1.1784, 5.0485, 2.4256], [0.7462, -0.1269, -2.7061], [-2.0653, 1.0280, -1.2325], [1.5126, 4.1186, 0.9423], [2.9500, 1.1349, 0.7266], [-1.0276, 1.4675, 4.6819], [-0.3950, 3.0395, 4.1362], [2.2445, -2.4463, -3.6399], [3.1251, -1.2081, 1.4694], [0.5790, -2.0722, -4.1533], [1.6900, 3.3423, 2.5376], [-0.1967, -4.2588, 0.3240]]
}

(2)
{
  "formula": "C19H22BF5IrN4S5Se2",
  "method": "ωB97M-V/def2-TZVPD",
  "fmax_ev_per_a": 2.098,
  "multiplicity": 2,
  "orbital_gap_ev": [5.47, 6.06],
  "de_lowest_kj_mol": 207.3,
  "lumo_energy_ev": [-1.91, -1.60],
  "e_tot_ev": -227991.108,
  "elements": ["Ir", "Se", "Se", "S", "S", "S", "S", "S", "F", "F", "F", "F", "F", "N", "N", "N", "N", "C", "C", "C", "C", "C", "C", "C", "C", "C", "C", "C", "C", "C", "C", "C", "C", "C", "C", "C", "B", "H", "H", "H", "H", "H", "H", "H", "H", "H", "H", "H", "H", "H", "H", "H", "H", "H", "H", "H", "H", "H", "H"],
  "positions_angstrom": [[0.0672, 0.4983, 0.6177], [2.4273, 1.7461, -0.8445], [2.5426, -0.2868, 2.1972], [0.5591, 2.3690, 2.5147], [-0.6345, -0.2227, 3.0034], [-0.5950, 1.7835, 5.1622], [-2.3239, -0.5660, -0.1851], [1.0248, -1.6870, -0.2216], [0.1580, 1.3506, -2.5941], [-2.2844, 2.7874, 1.1855], [-1.4139, 2.8190, -4.1829], [-3.7885, 4.3770, -0.3897], [-3.3794, 4.4159, -3.1018], [-0.8105, -2.7690, -1.9257], [0.8523, -1.7297, -2.9185], [-1.8652, -3.1743, 0.4402], [-2.9300, -2.0431, 1.9954], [2.2678, 3.5394, -0.1030], [-2.0272, 2.8056, -0.1373], [-1.0118, -2.8180, -3.2708], [0.0155, -2.1835, -3.8940], [4.0583, 1.1996, 0.1539], [2.1198, -1.0929, -3.1335], [3.9300, -0.1603, 0.8085], [-0.2203, 1.3226, 3.6080], [-1.6233, 2.8472, -2.8565], [-0.9882, 2.0174, -0.6327], [-2.6211, 3.6453, -2.3111], [-2.7156, -3.2998, 2.4787], [0.3122, -2.0728, -1.7241], [-2.8237, 3.6212, -0.9349], [3.4581, 0.8315, 3.5087], [-0.8348, 2.0789, -2.0118], [-2.3810, -1.9819, 0.7593], [-2.0524, -3.9905, 1.5140], [-3.7169, -1.0166, 2.6182], [-1.5721, -3.7406, -0.9748], [-3.4662, -0.9457, 3.6733], [-0.9017, -4.7162, -0.8376], [4.2446, 1.9855, 0.8840], [-3.5127, -0.0646, 2.1314], [-1.7121, -5.0044, 1.5024], [-4.7766, -1.2544, 2.5127], [0.2027, -2.0278, -4.9367], [2.8516, -1.4997, -2.4361], [2.8016, 0.9524, 4.3643], [-2.6267, -3.9529, -1.4906], [3.6752, 1.8065, 3.0803], [4.8894, 1.1767, -0.5553], [-1.8676, -3.3023, -3.6905], [4.3709, 0.3273, 3.8192], [4.8711, -0.4378, 1.2872], [2.2823, 3.4746, 0.9810], [2.0473, -0.0141, -2.9808], [-3.0519, -3.6016, 3.4486], [3.6642, -0.9200, 0.0717], [3.0840, 4.1544, -0.4714], [1.3094, 3.9355, -0.4255], [2.4409, -1.2915, -4.1512]]
}

(3)
{
  "formula": "C19H22BrIrN",
  "method": "ωB97M-V/def2-TZVPD",
  "fmax_ev_per_a": 5.355,
  "multiplicity": 6,
  "orbital_gap_ev": [5.45, 5.34],
  "de_lowest_kj_mol": 28.1,
  "lumo_energy_ev": [0.55, -2.08],
  "e_tot_ev": -94422.663,
  "elements": ["Ir", "Br", "N", "C", "C", "C", "C", "C", "C", "C", "C", "C", "C", "C", "C", "C", "C", "C", "C", "C", "C", "C", "H", "H", "H", "H", "H", "H", "H", "H", "H", "H", "H", "H", "H", "H", "H", "H", "H", "H", "H", "H", "H", "H"],
  "positions_angstrom": [[0.0178, 0.3046, -0.7208], [-1.5020, 2.1128, -0.5289], [-3.5467, 0.0030, 2.0211], [2.1109, -0.0152, -1.1515], [-2.8096, -3.5350, -0.3322], [-4.1891, 0.8750, 1.0974], [-2.2053, -0.4864, 1.7832], [-0.2090, 2.7606, -2.9933], [1.4023, 0.9705, 0.8342], [-1.3379, -1.1351, -0.5794], [1.2508, -0.4647, 0.9501], [-2.7153, -2.6445, 0.7298], [-0.6990, 1.4989, -3.4867], [-4.4048, -0.6309, 2.9777], [1.5921, 1.4165, -3.4853], [0.4138, 0.6904, -3.8306], [1.6829, -1.0653, -0.2747], [1.2066, 2.6778, -2.9567], [-1.3742, -2.0560, -1.6246], [-2.1013, -3.2437, -1.4954], [-2.0796, -1.4086, 0.5916], [1.9732, 1.2441, -0.4554], [0.8704, -0.9975, 1.8140], [-3.8227, -1.0144, 3.8214], [0.3963, -0.2754, -4.3202], [-0.7897, -1.8406, -2.5222], [-2.1044, -3.9689, -2.2975], [-0.7902, 3.6451, -2.7455], [-3.3995, -4.4472, -0.2178], [-3.1404, -2.9069, 1.7006], [-4.9589, -1.4646, 2.5255], [-1.9391, -1.0687, 2.6857], [-4.5430, 0.3379, 0.1986], [1.1122, 1.7221, 1.5674], [2.5014, -0.1910, -2.1456], [2.6229, 1.0886, -3.6424], [-1.7469, 1.2485, -3.6092], [-1.5196, 0.3801, 1.6772], [1.6940, -2.1257, -0.5340], [-3.4640, 1.6486, 0.7689], [-5.0624, 1.3325, 1.5920], [2.2386, 2.2332, -0.8258], [-5.1423, 0.1053, 3.3205], [1.8779, 3.4616, -2.6130]]
}